Here is 2 unconnected molecules or ions with the total composition C10H16OS from the Open Molecules 2025 dataset. Energies are from the ωB97M-V functional and the def2-TZVPD basis.

Positions of all 28 atoms, in Å:
C: -2.0154 -2.0370 -0.4750
C: -2.4739 -0.9460 0.5113
C: -1.4330 0.1286 0.7387
C: -1.2830 1.1877 -0.1358
C: -0.3981 2.2431 0.1094
C: 0.3801 2.1992 1.2439
O: 1.3115 3.1727 1.4945
C: 0.2667 1.1139 2.1124
C: -0.5726 0.0557 1.8420
H: -2.3042 -3.0509 -0.1751
H: -0.9397 -2.0307 -0.5722
H: -2.4093 -1.9243 -1.4900
H: -3.4236 -0.5236 0.1773
H: -2.6749 -1.4157 1.4764
H: -1.8782 1.3432 -1.0328
H: -0.3985 3.1711 -0.4480
H: 1.3226 3.4245 2.4278
H: 0.9067 1.1482 2.9703
H: -0.5000 -0.8697 2.3965
C: 2.0021 0.6147 -1.9396
S: 2.4924 -0.3131 -0.4878
C: 2.0762 -2.0189 -0.9158
H: 1.0144 1.0545 -1.8376
H: 2.7471 1.3959 -2.1133
H: 1.9642 0.0088 -2.8510
H: 1.0446 -2.2537 -1.1415
H: 2.5294 -2.5519 -0.0787
H: 2.6464 -2.3262 -1.8063

Atoms 1-6, force components in eV/Å:
-0.23 -0.36 -0.33
0.22 -0.44 -0.03
-0.10 -0.39 -0.28
-0.02 1.25 -0.30
-0.06 0.07 0.55
-0.13 -0.58 0.59

Energy above the lowest of the compared OMol25 structures with the same formula, charge and spin = 61.71 kJ/mol
Orbital gap = 0.3313 hartree
Total charge = 0
2S+1 = 1
HOMO = -8.160 eV